(1)
Below is 3 unconnected molecules or ions with the total composition CH8NO2 at a distorted geometry, with properties calculated with wB97M-V/def2-TZVPD.

Values from the calculation:
E_LUMO: -5.194 eV
charge: +1
highest occupied orbital energy: -15.5 eV
ΔE to the lowest compared entry with this formula, charge and spin: 0.916 eV
multiplicity: 1

Geometry as XYZ:
```
12
Properties=species:S:1:pos:R:3:forces:R:3
C -0.0377 -0.2564 -1.3120 -0.60 -0.30 1.05
N 0.3643 -0.1887 -0.1023 0.21 0.45 -1.07
H -0.1268 -1.2030 -1.8278 0.05 0.01 -0.02
H -0.3917 0.6740 -1.7230 0.26 0.05 -0.55
H 0.4763 0.7598 0.2377 0.04 -0.29 0.87
H 0.6446 -0.9771 0.4724 0.19 0.14 0.01
H 2.3975 1.5190 2.2741 -0.31 -0.86 -0.41
H 3.0458 0.2566 2.6908 -0.21 -0.44 -0.27
O 2.3556 0.5531 2.0770 0.38 1.30 0.56
H -3.0045 -1.0159 -0.4944 -0.16 0.11 0.29
H -2.9395 -0.0310 -1.6272 -0.22 0.25 0.55
O -2.7840 -0.0905 -0.6652 0.37 -0.42 -1.01
```
Forces are in eV/Å.

In elementary charge units, the natural (NBO) charges are: 0.16, -0.56, 0.23, 0.23, 0.45, 0.46, 0.48, 0.49, -0.97, 0.48, 0.48, -0.94

***

(2)
Below is 3 unconnected molecules or ions with the total composition CH8NO2 at a distorted geometry, with properties calculated with wB97M-V/def2-TZVPD.

Values from the calculation:
E_LUMO: -4.523 eV
charge: +1
highest occupied orbital energy: -15.9 eV
ΔE to the lowest compared entry with this formula, charge and spin: 0.502 eV
multiplicity: 1

Geometry as XYZ:
```
12
Properties=species:S:1:pos:R:3:forces:R:3
C -0.8120 -0.3003 -0.8640 -0.44 1.53 1.14
N -0.0348 -1.1768 -0.3808 1.64 0.12 -1.21
H -0.8045 0.0913 -1.8817 0.06 -0.89 0.06
H -1.4325 0.2670 -0.1670 -0.18 -0.44 -0.18
H 0.2185 -1.3376 0.6215 -0.94 0.23 0.22
H 0.6985 -1.4899 -1.0130 -0.23 -0.52 -0.07
H 0.8850 -0.4682 2.7096 -0.01 -0.12 0.04
H 0.1298 -1.8025 2.9531 0.05 0.01 0.03
O 0.4518 -1.2077 2.2670 0.01 0.06 -0.03
H 0.5415 2.3151 -2.1270 0.02 0.13 0.11
H -0.0362 2.9833 -0.8713 0.04 0.01 -0.04
O 0.1949 2.1263 -1.2464 -0.02 -0.13 -0.08
```
Forces are in eV/Å.

In elementary charge units, the natural (NBO) charges are: 0.17, -0.60, 0.24, 0.22, 0.47, 0.42, 0.51, 0.51, -0.97, 0.49, 0.50, -0.97

***

(3)
Below is 3 unconnected molecules or ions with the total composition CH8NO3 at a distorted geometry, with properties calculated with wB97M-V/def2-TZVPD.

Values from the calculation:
E_LUMO: 4.229 eV
charge: -1
highest occupied orbital energy: -3.7 eV
ΔE to the lowest compared entry with this formula, charge and spin: 1.253 eV
multiplicity: 1

Geometry as XYZ:
```
13
Properties=species:S:1:pos:R:3:forces:R:3
N -1.0595 1.3647 -1.8917 1.08 -1.72 1.27
C 0.1401 1.3831 -0.6793 0.69 0.88 -0.48
O 0.3549 0.6802 0.4363 -1.76 -0.91 -0.89
H -1.9641 1.0131 -1.5668 0.03 0.32 0.50
H -0.7225 0.5215 -2.3727 -0.22 0.33 -0.28
H 0.0854 2.4566 -0.4751 0.04 0.32 0.00
H 0.9765 1.1705 -1.3786 -0.06 0.47 -0.36
H -0.6597 -0.7795 1.7329 -0.01 0.50 -0.23
H -0.3374 -1.8601 2.7214 0.16 -0.20 0.09
O -1.0590 -1.2904 2.4576 -0.04 -0.01 -0.07
H 0.9438 -0.8332 -0.3971 0.35 0.22 0.74
H 2.2902 -1.4686 -0.9128 0.17 0.33 -0.14
O 1.4833 -1.6640 -0.4448 -0.44 -0.54 -0.16
```
Forces are in eV/Å.

In elementary charge units, the natural (NBO) charges are: -0.95, 0.14, -0.92, 0.32, 0.32, 0.09, 0.06, 0.52, 0.45, -0.98, 0.51, 0.45, -1.00

***

(4)
Below is 3 unconnected molecules or ions with the total composition CH8NO3 at a distorted geometry, with properties calculated with wB97M-V/def2-TZVPD.

Values from the calculation:
E_LUMO: 4.362 eV
charge: -1
highest occupied orbital energy: -3.2 eV
ΔE to the lowest compared entry with this formula, charge and spin: 1.317 eV
multiplicity: 1

Geometry as XYZ:
```
13
Properties=species:S:1:pos:R:3:forces:R:3
N -0.0631 -0.3354 1.9809 -2.82 -0.57 0.01
C 0.5387 -0.0113 0.6437 2.21 -0.36 -1.27
O -0.0629 -0.2411 -0.5561 -0.02 -0.07 1.81
H 0.7567 -0.5757 2.4776 0.51 -0.38 1.09
H -0.7135 -1.1769 2.0608 1.27 1.40 -0.82
H 1.5620 -0.6018 0.8551 -0.77 0.69 -1.41
H 0.8616 1.0710 0.7070 -0.34 -0.47 0.33
H -2.8651 1.2498 -0.8353 0.60 0.27 -1.12
H -2.0835 0.4602 0.2597 -0.48 0.45 -0.87
O -2.9502 0.8769 0.0203 0.06 -0.79 1.84
H 0.9689 -0.1550 -2.1668 0.72 -1.04 -1.03
H 2.4227 -0.1241 -2.5261 1.20 0.26 0.30
O 1.6277 -0.4366 -2.9209 -2.14 0.62 1.14
```
Forces are in eV/Å.

In elementary charge units, the natural (NBO) charges are: -0.92, 0.16, -0.95, 0.33, 0.34, 0.00, 0.08, 0.46, 0.51, -0.99, 0.53, 0.44, -1.00

***

(5)
Below is 3 unconnected molecules or ions with the total composition CH8NO3 at a distorted geometry, with properties calculated with wB97M-V/def2-TZVPD.

Values from the calculation:
E_LUMO: 4.225 eV
charge: -1
highest occupied orbital energy: -3.4 eV
ΔE to the lowest compared entry with this formula, charge and spin: 1.398 eV
multiplicity: 1

Geometry as XYZ:
```
13
Properties=species:S:1:pos:R:3:forces:R:3
N 1.7196 0.4561 -1.6791 -1.73 -0.79 1.93
C 1.2074 -0.5744 -0.4190 2.81 -1.52 0.13
O 0.5322 -0.4099 0.7246 -1.20 1.82 -1.21
H 1.6412 1.3235 -1.1492 -0.07 0.41 -0.61
H 0.9687 0.4126 -2.3751 0.01 0.55 0.33
H 2.2669 -0.7894 -0.1550 -0.07 -0.27 -0.01
H 0.8635 -1.4453 -0.9947 -0.29 0.06 -0.45
H -0.4771 1.2597 1.8359 -0.05 -0.18 -0.21
H -1.7233 1.0363 2.6843 0.27 0.31 -0.29
O -1.2032 1.7451 2.2739 -0.03 -0.37 0.27
H -1.4436 -0.4377 -0.0860 0.37 0.22 -0.14
H -2.1478 -1.7198 -0.1200 -0.17 -0.19 -0.16
O -2.2044 -0.8569 -0.5408 0.15 -0.04 0.41
```
Forces are in eV/Å.

In elementary charge units, the natural (NBO) charges are: -0.95, 0.13, -0.94, 0.33, 0.32, 0.07, 0.08, 0.51, 0.46, -0.98, 0.51, 0.45, -0.98

***

(6)
Below is 2 unconnected molecules or ions with the total composition CH8NS at a distorted geometry, with properties calculated with wB97M-V/def2-TZVPD.

Values from the calculation:
E_LUMO: -3.987 eV
charge: +1
highest occupied orbital energy: -13.9 eV
ΔE to the lowest compared entry with this formula, charge and spin: 0.801 eV
multiplicity: 1

Geometry as XYZ:
```
11
Properties=species:S:1:pos:R:3:forces:R:3
N 1.5764 -0.6316 -0.7467 -1.13 0.24 3.45
H 2.2179 0.0947 -0.5264 0.88 1.08 1.29
H 2.0176 -1.5055 -0.3919 -0.79 0.45 -0.61
H 1.6122 -0.4869 -1.7029 -0.75 -0.83 -2.96
H 0.5459 -0.3446 -0.3168 1.70 -1.14 -1.62
C -1.0901 0.8444 1.0093 -1.66 0.41 -1.76
S -1.5469 0.0831 -0.6530 0.45 -0.18 0.31
H -0.1596 0.4414 1.3867 -0.20 0.02 0.55
H -2.0237 0.6895 1.5793 1.06 0.26 0.36
H -1.0036 1.9086 0.6783 0.07 -0.80 0.77
H -2.1461 -1.0934 -0.3157 0.37 0.48 0.22
```
Forces are in eV/Å.

In elementary charge units, the natural (NBO) charges are: -0.90, 0.43, 0.46, 0.44, 0.45, -0.70, -0.06, 0.20, 0.27, 0.25, 0.16

***

(7)
Below is 2 unconnected molecules or ions with the total composition CH8NS2 at a distorted geometry, with properties calculated with wB97M-V/def2-TZVPD.

Values from the calculation:
E_LUMO: -3.914 eV
charge: +1
highest occupied orbital energy: -12.5 eV
ΔE to the lowest compared entry with this formula, charge and spin: 0.633 eV
multiplicity: 1

Geometry as XYZ:
```
12
Properties=species:S:1:pos:R:3:forces:R:3
N -2.1413 -1.3818 0.0099 0.36 0.67 -0.10
H -2.6638 -1.7053 -0.8037 -0.13 0.68 -0.25
H -2.7414 -0.9312 0.7032 -0.34 -0.99 0.39
H -1.4747 -0.5976 -0.1671 -0.10 -0.88 -0.96
H -1.5946 -2.1969 0.2839 -0.02 0.14 0.88
C 2.0886 1.1244 0.6658 -0.48 0.87 0.04
S 0.4095 0.4633 0.6357 0.19 -0.34 -0.46
S -0.1149 0.7373 -1.3941 -0.12 0.75 0.27
H 2.6397 0.7869 -0.2067 0.16 -0.24 0.23
H 1.9779 2.2085 0.6407 0.30 -0.03 -0.02
H 2.5280 0.8329 1.6173 0.11 -0.16 -0.15
H 1.0869 0.6594 -1.9848 0.08 -0.46 0.13
```
Forces are in eV/Å.

In elementary charge units, the natural (NBO) charges are: -0.88, 0.46, 0.46, 0.45, 0.46, -0.71, 0.03, -0.18, 0.23, 0.24, 0.26, 0.17

***

(8)
Below is 4 unconnected molecules or ions with the total composition CH8O5 at a distorted geometry, with properties calculated with wB97M-V/def2-TZVPD.

Values from the calculation:
E_LUMO: 0.317 eV
highest occupied orbital energy: -10.6 eV
ΔE to the lowest compared entry with this formula, charge and spin: 0.404 eV
multiplicity: 1

Geometry as XYZ:
```
14
Properties=species:S:1:pos:R:3:forces:R:3
O -1.5875 -0.1980 0.9386 -0.06 -0.33 -0.52
C -1.2255 0.2975 1.9669 -0.56 0.40 0.01
O 0.0108 0.5745 2.3226 0.64 0.27 -0.08
H -1.9570 0.6372 2.7077 0.20 -0.11 0.38
H 0.6323 0.4621 1.5637 -0.32 -0.39 0.07
O 1.2629 0.1561 -0.2627 -0.08 0.18 1.42
H 0.8843 0.9116 -0.6907 -0.68 0.81 -0.35
H 1.7683 -0.2596 -0.9372 0.72 -0.84 -0.87
O 2.0347 -1.7794 -2.3173 0.35 -1.08 -0.07
H 2.4470 -2.4727 -1.7866 0.19 0.47 0.82
H 1.8747 -2.3636 -3.0647 -0.47 0.59 -0.75
O -1.1540 1.2200 -1.5428 -0.41 -0.30 0.56
H -1.5760 0.6397 -0.8796 0.05 0.59 0.19
H -0.7544 0.5353 -2.0678 0.43 -0.27 -0.82
```
Forces are in eV/Å.

In elementary charge units, the natural (NBO) charges are: -0.63, 0.67, -0.69, 0.11, 0.53, -0.98, 0.49, 0.49, -0.94, 0.47, 0.48, -0.96, 0.50, 0.46

***

Q: Which formula does entry 7 have?
A: CH8NS2